1.
Molecular formula: C6H13NO4
Method: DFT, ωB97M-V with the def2-TZVPD basis set

Summary:
F_max: 11.05 eV Å⁻¹
HOMO level: -10.1 eV
structure (SMILES): COC[C@H](N=C=O)OC.CO
DFT total energy: -16106.5013 eV
relative energy (zero: lowest compared OMol25 entry of this formula, charge and spin): 607.59 kJ/mol
total charge: 0

```
24
Properties=species:S:1:pos:R:3:forces:R:3:lowdin_charge:R:1
C 3.6013 0.0456 -0.9562 0.9 0.6 1.0 -0.111
O 2.3997 -0.8139 -0.9249 -0.2 2.6 -1.4 -0.232
C 1.3163 -0.1892 -1.7182 -0.6 -1.2 -0.8 -0.143
C 0.2547 0.6305 -0.7760 1.0 -1.0 2.6 -0.311
N -1.1771 0.6769 -1.3562 -4.2 -4.5 5.0 0.096
C -1.9733 -0.1030 -0.5079 1.5 -2.7 1.6 -0.025
O -2.5255 -1.0142 0.3418 4.0 7.6 -7.0 -0.011
O 0.7212 1.9497 -0.3093 -0.7 -1.4 -2.5 -0.185
C 1.0816 2.8453 -1.4150 0.5 1.7 -0.5 -0.124
H 3.3567 1.1853 -1.1237 0.3 -2.3 0.4 0.079
H 4.3818 -0.2533 -1.7839 -1.7 0.2 1.5 0.103
H 4.1021 -0.0500 0.1184 -1.0 0.2 -2.4 0.115
H 1.7933 0.4231 -2.5912 -1.1 -0.9 1.7 0.128
H 0.7132 -1.0964 -2.2010 1.2 2.0 1.1 0.151
H 0.1319 -0.0259 0.2160 1.0 1.6 -2.1 0.168
H 2.2427 3.1009 -1.3171 -2.5 -0.8 -0.5 0.101
H 0.5358 3.8964 -1.3070 0.9 -2.4 0.0 0.109
H 0.7969 2.4456 -2.4854 0.7 0.6 2.2 0.107
C -3.5838 -2.6409 3.4005 0.0 0.1 -0.2 -0.175
O -3.8879 -1.3107 3.7781 0.0 0.5 -0.2 -0.133
H -3.7177 -3.2951 4.2652 0.0 0.2 -0.1 0.078
H -4.2573 -2.9564 2.5999 0.1 -0.3 0.0 0.075
H -2.5464 -2.6963 3.0617 0.0 -0.3 0.0 0.072
H -3.7602 -0.7540 2.9913 -0.1 -0.3 0.5 0.069
```
Positions in Å, forces in eV/Å.


2.
Molecular formula: C28H37CaN6O14
Method: DFT, ωB97M-V with the def2-TZVPD basis set

Summary:
F_max: 3.18 eV Å⁻¹
HOMO level: -9.8 eV
DFT total energy: -85677.2131 eV
total charge: +1

```
86
Properties=species:S:1:pos:R:3:forces:R:3:lowdin_charge:R:1
Ca -2.6932 -3.7263 1.1949 2.2 1.1 -0.5 1.739
O -1.2851 0.2358 -0.3306 -0.4 0.0 0.6 0.107
C -0.9701 -0.7052 0.5802 2.0 -0.5 -0.5 -0.695
O 0.0867 -0.4948 1.2131 -1.1 -0.6 0.3 -0.027
O -1.6032 -1.8041 0.5723 -1.5 -0.6 0.5 -0.198
H -0.6160 0.9100 -0.1143 -0.1 0.2 -0.5 0.130
C 0.5234 -4.4706 0.4188 1.5 1.7 -2.2 -0.607
O -0.5835 -4.6793 0.9605 -1.4 0.0 0.7 -0.176
N 1.1291 -5.3632 -0.3838 -1.6 -0.4 1.4 0.203
N 1.1675 -3.2769 0.4357 -0.9 0.4 0.7 0.207
H 0.5564 -6.1882 -0.4803 0.8 -0.3 -0.7 0.130
H 1.8793 -5.0441 -0.9647 0.1 -0.6 -0.3 0.127
H 0.6660 -2.4495 0.7364 -0.1 -0.1 0.4 0.065
H 1.8580 -3.0432 -0.2584 0.2 -0.3 0.0 0.127
C 1.3559 -0.5306 4.6813 0.7 0.8 -0.1 -0.681
O 2.0568 -0.3106 5.6568 -0.6 -0.2 -0.6 0.046
N 0.8876 0.4009 3.8064 0.3 -0.1 0.9 0.177
N 1.0011 -1.8018 4.2757 0.1 -0.7 1.1 0.131
H 0.2736 0.0310 3.1041 0.0 1.0 -0.3 0.048
H 1.0988 1.3627 4.0201 -0.4 0.1 -0.4 0.111
H 1.6725 -2.4451 4.6728 -0.4 -0.4 -0.4 0.102
H 0.6716 -1.9250 3.3372 0.3 -0.2 -0.2 0.048
C 2.4787 0.6764 -2.8796 -1.7 -0.9 -1.7 -0.691
O 2.2394 0.6138 -4.0868 1.0 0.2 0.8 0.019
N 1.6973 1.4197 -2.0636 -0.5 0.7 0.9 0.156
N 3.3584 -0.0831 -2.1955 1.1 -0.7 0.0 0.162
H 0.9705 1.9814 -2.4672 0.1 0.0 0.0 0.102
H 1.8335 1.3567 -1.0696 0.0 0.4 0.0 0.056
H 3.9217 -0.7286 -2.7227 -0.1 0.1 0.0 0.109
H 3.2167 -0.2467 -1.2064 0.2 0.2 -0.2 0.049
C 2.5714 4.6595 3.6149 -0.4 -1.2 -0.9 0.017
C 1.1934 4.5591 3.5250 -1.1 0.5 0.8 -0.016
C 0.5303 4.0029 2.4437 1.2 -1.1 -1.7 -0.350
C 1.3033 3.4519 1.4215 0.2 0.1 -0.5 -0.036
C 2.6851 3.4134 1.5187 0.6 0.2 0.9 -0.027
C 3.2969 3.9709 2.6327 0.2 0.0 1.0 -0.318
O 4.5960 3.7025 2.9712 0.3 0.4 -0.4 0.048
O -0.8181 3.9887 2.3777 -1.2 1.0 1.5 0.052
H 3.0812 5.0827 4.4663 -0.1 0.0 0.1 0.124
H 0.5367 4.8660 4.3319 0.2 0.4 0.1 0.124
H 0.8701 3.0867 0.4950 -0.3 -0.1 0.1 0.095
H 3.3730 2.9003 0.8581 -0.5 -0.1 -0.5 0.104
H 5.0865 3.3709 2.2114 0.0 0.0 0.0 0.097
H -1.3018 3.4861 1.7258 0.8 -0.3 -0.5 0.096
C -4.6491 -0.3649 -0.9856 -2.3 -0.2 -0.2 -0.028
C -5.8260 -1.1016 -1.0471 0.3 0.2 0.5 -0.052
C -7.0678 -0.5019 -1.2285 -0.7 -0.5 -0.3 -0.315
C -7.1499 0.8536 -1.4859 1.3 0.8 0.4 0.018
C -5.9764 1.6429 -1.4053 -1.3 -0.9 -0.2 0.017
C -4.7772 1.0361 -1.1311 2.3 -1.8 0.0 -0.311
O -3.5953 1.6944 -1.1387 -0.1 2.4 -0.2 0.032
O -8.2040 -1.2889 -1.2339 0.2 0.5 0.0 0.044
H -3.7570 -0.9754 -0.9328 0.5 0.8 0.1 0.070
H -5.7735 -2.1789 -0.9096 -0.1 -0.1 -0.2 0.092
H -8.0177 1.4447 -1.7372 -0.5 -0.7 0.1 0.123
H -6.1430 2.6836 -1.6384 0.7 0.2 0.2 0.125
H -2.8302 1.2306 -0.7988 -0.4 -0.7 0.1 0.043
H -7.9511 -2.1768 -0.9692 -0.1 -0.1 -0.1 0.088
C -2.2750 0.3484 -3.7703 -0.4 -0.6 0.2 -0.017
C -2.5795 -1.0148 -3.6298 0.0 2.0 -0.5 -0.023
C -3.2131 -1.5975 -4.7039 0.3 -2.5 0.5 -0.320
C -3.6213 -0.9226 -5.8214 0.0 0.9 -0.7 -0.014
C -3.4194 0.4400 -5.9149 0.7 -0.1 0.8 0.016
C -2.6851 1.0632 -4.8931 -1.0 0.0 0.2 -0.304
O -2.6109 2.4148 -4.9757 0.4 0.4 -0.1 0.060
O -3.2708 -2.9953 -4.8228 -0.1 -0.2 -0.3 0.005
H -1.8101 0.8046 -2.9079 0.1 0.5 -0.2 0.088
H -2.3815 -1.4249 -2.6490 0.2 -0.7 -0.3 0.090
H -4.0542 -1.4367 -6.6676 -0.1 -0.3 0.2 0.127
H -3.8133 1.0154 -6.7392 0.1 0.1 0.0 0.124
H -2.1761 2.7961 -4.2070 0.0 -0.1 0.0 0.106
H -3.6546 -3.4823 -4.0917 -0.1 0.5 0.3 0.080
C 4.7380 -1.8405 2.9661 0.1 0.0 0.5 -0.001
C 3.6474 -1.5170 2.1699 0.5 -0.7 0.0 -0.034
C 3.7423 -0.4506 1.2996 -0.7 0.0 0.4 -0.315
C 4.9482 0.1825 1.1887 1.1 1.6 0.1 -0.022
C 6.0511 -0.0925 2.0018 -0.9 -0.5 -0.6 0.017
C 5.9265 -1.1149 2.9236 0.3 -0.6 -0.6 -0.316
O 7.0366 -1.4393 3.6542 0.2 0.4 0.5 0.046
O 2.6726 0.0102 0.5492 0.1 -0.1 -0.3 -0.039
H 4.6675 -2.6634 3.6667 0.0 -0.1 -0.1 0.120
H 2.8343 -2.2232 2.1278 -0.4 0.3 0.2 0.081
H 5.0648 1.0252 0.5160 -0.3 -0.1 -0.2 0.116
H 6.9917 0.4088 1.8302 0.0 0.1 0.2 0.126
H 7.3237 -2.3526 3.5816 -0.4 -0.1 -0.1 0.111
H 1.7850 -0.1516 0.9241 0.6 -0.1 0.3 0.056
```
Positions in Å, forces in eV/Å.


3.
Molecular formula: C2H8N4
Method: DFT, ωB97M-V with the def2-TZVPD basis set

Summary:
F_max: 2.59 eV Å⁻¹
HOMO level: -7.7 eV
DFT total energy: -8158.5802 eV
relative energy (zero: lowest compared OMol25 entry of this formula, charge and spin): 547.21 kJ/mol
total charge: 0

```
14
Properties=species:S:1:pos:R:3:forces:R:3:lowdin_charge:R:1
N -0.4774 0.9156 -0.7848 -2.5 0.0 -0.6 0.008
N 1.3556 0.1339 -0.5923 1.6 -1.5 0.2 -0.115
C 0.0667 -0.1578 -0.1227 0.6 2.3 0.5 -0.528
N 2.4986 -0.3914 0.0364 0.1 -0.2 0.2 0.005
N -2.2204 0.9125 -0.4808 1.4 0.1 0.0 0.068
C -0.3096 -0.8851 0.9470 0.2 -0.2 -0.4 -0.004
H -1.4850 1.6366 -0.0583 -1.1 -0.8 -0.2 0.122
H 1.4769 0.1484 -1.5971 -0.3 -0.1 0.3 0.119
H 2.7676 0.2051 0.8127 -0.2 0.0 -0.1 0.077
H 2.3116 -1.3218 0.4069 0.1 0.1 -0.1 0.062
H -2.4569 0.0267 -0.0399 0.1 0.5 0.0 0.063
H -2.6401 1.0579 -1.3900 0.2 0.1 0.2 0.085
H 0.4175 -1.4506 1.5056 0.0 -0.3 -0.1 0.022
H -1.3050 -0.8300 1.3574 0.0 0.1 0.0 0.017
```
Positions in Å, forces in eV/Å.


4.
Molecular formula: C25H30O4
Method: DFT, ωB97M-V with the def2-TZVPD basis set

Summary:
F_max: 1.60 eV Å⁻¹
HOMO level: -6.3 eV
DFT total energy: -34598.4072 eV
relative energy (zero: lowest compared OMol25 entry of this formula, charge and spin): 197.21 kJ/mol
total charge: 0

```
59
Properties=species:S:1:pos:R:3:forces:R:3:lowdin_charge:R:1
C 4.6991 2.2797 -2.4650 0.2 0.3 -0.3 -0.079
C 4.3866 0.8426 -2.1333 -0.1 0.0 0.2 -0.227
O 2.9481 0.7397 -2.1920 0.8 0.0 0.0 -0.019
C 2.4564 -0.4976 -2.0182 -0.3 -0.7 0.3 -0.475
C 1.0210 -0.6075 -2.1822 0.3 0.3 0.1 -0.015
C 0.3378 -1.9648 -2.2853 0.0 0.8 -0.3 -0.376
C 0.0671 -2.5347 -0.9088 -0.1 -0.3 0.2 -0.079
C 1.0653 -2.9367 -3.2164 0.1 0.2 0.0 -0.058
C 0.2380 0.5760 -2.4622 0.5 -0.2 0.0 -0.457
O 0.5948 1.7116 -2.7434 -0.4 -0.4 0.1 0.068
O -1.0846 0.2354 -2.3598 -1.1 1.1 0.0 -0.068
C -2.0025 1.3375 -2.5585 0.4 -0.5 -0.5 -0.217
C -1.9691 2.3138 -1.4127 0.2 0.4 0.1 -0.080
O 3.1894 -1.4373 -1.7067 -0.1 0.2 0.0 0.038
H 5.7276 2.5197 -2.1891 0.0 0.0 0.0 0.071
H 4.6063 2.4323 -3.5443 -0.1 0.1 0.1 0.078
H 4.0270 2.9747 -1.9552 0.1 -0.2 0.0 0.080
H 4.8417 0.1735 -2.8857 -0.2 0.1 0.5 0.129
H 4.7622 0.5801 -1.1258 -0.3 -0.1 -0.5 0.122
H -0.6273 -1.7205 -2.7463 0.2 -0.5 0.2 0.128
H -0.6169 -1.8740 -0.3618 0.1 -0.2 -0.4 0.042
H -0.3917 -3.5269 -0.9999 0.1 0.0 0.2 0.082
H 1.0055 -2.6055 -0.3445 -0.1 -0.3 -0.1 0.082
H 0.9623 -2.5740 -4.2471 0.2 -0.2 0.2 0.083
H 2.1266 -2.9879 -2.9489 -0.3 -0.2 -0.1 0.069
H 0.6043 -3.9286 -3.1489 0.1 0.1 -0.1 0.072
H -1.6896 1.8478 -3.4817 -0.4 -0.1 0.2 0.124
H -2.9854 0.8680 -2.6843 0.2 0.1 0.0 0.120
H -2.8017 3.0184 -1.4966 0.0 -0.1 0.1 0.076
H -2.0247 1.8066 -0.4408 0.0 0.0 -0.2 0.063
H -1.0332 2.8768 -1.4940 -0.2 -0.1 0.3 0.072
C -1.7751 -1.4397 1.9222 1.2 0.7 -0.5 0.014
C -3.1075 -1.5004 2.4413 -1.5 0.2 0.5 -0.210
C -3.8691 -2.6906 2.2746 0.5 0.4 0.0 -0.021
C -5.2163 -2.7424 2.6088 -0.2 0.3 0.3 -0.072
C -5.8498 -1.6111 3.1564 0.5 -0.1 -0.2 -0.064
C -5.1038 -0.4433 3.3958 0.2 -0.1 0.0 -0.070
C -3.7498 -0.3859 3.0583 0.0 -0.5 -0.3 -0.014
C -1.0160 -0.2857 1.7692 -0.9 -0.2 0.0 -0.061
C 0.3256 -0.2682 1.3627 0.5 -0.7 0.3 0.040
C 1.2077 0.7993 1.7424 0.4 1.2 0.1 -0.203
C 2.5373 0.5475 2.1853 -0.6 0.0 -0.3 -0.004
C 3.3313 1.5853 2.6676 -0.2 0.1 -0.1 -0.069
C 2.8461 2.9024 2.6807 -0.2 -0.3 -0.1 -0.064
C 1.5395 3.1688 2.2465 0.0 -0.1 -0.1 -0.066
C 0.7278 2.1357 1.7855 0.2 -0.3 0.3 -0.014
H -1.3248 -2.3847 1.6134 -0.1 0.2 0.0 0.122
H -3.3589 -3.5625 1.8601 -0.3 0.2 0.0 0.118
H -5.7798 -3.6692 2.4591 0.2 0.4 0.0 0.110
H -6.9158 -1.6383 3.3914 0.4 0.0 0.0 0.108
H -5.5843 0.4268 3.8598 0.2 -0.4 -0.2 0.110
H -3.1644 0.5107 3.2700 -0.3 -0.2 -0.1 0.109
H -1.4693 0.6689 2.0602 0.2 -0.4 0.0 0.102
H 0.7787 -1.1749 0.9599 -0.1 0.2 0.4 0.095
H 2.8861 -0.4887 2.1812 0.1 0.4 0.0 0.123
H 4.3367 1.3690 3.0341 -0.3 0.1 -0.2 0.109
H 3.4790 3.7201 3.0305 -0.2 -0.3 -0.1 0.108
H 1.1470 4.1890 2.2658 0.2 -0.4 0.0 0.110
H -0.2987 2.3235 1.4566 0.5 0.1 0.0 0.106
```
Positions in Å, forces in eV/Å.


Q: Look up the total charge of the fourth one.
A: 0